Record 1
DFT (ωB97M-V/def2-TZVPD) results for a 2-piece molecular cluster, C11H15FN3 overall.

```
30
Properties=species:S:1:pos:R:3:forces:R:3
C 5.3042 1.4512 -0.3339 0.7 -0.8 0.9
C 4.3067 1.4898 -1.2009 -0.2 -1.6 1.4
C 5.3914 0.4120 0.6418 -0.4 1.1 0.0
C 3.2145 0.5034 -1.1437 0.1 -0.7 -0.3
C 4.2656 -0.2741 0.9631 -0.9 -1.1 2.2
C 3.0844 -0.2139 0.1978 0.4 0.4 -1.8
C -3.1041 0.6816 0.0841 -0.4 -0.3 -1.0
C 1.9808 -0.9790 0.6002 -2.4 0.9 -1.6
C 0.7371 -1.1464 -0.0395 0.3 0.3 0.5
C -0.4058 -1.9299 0.4654 -1.1 -0.1 1.4
C -6.3135 0.7549 -0.1450 2.2 -0.6 0.5
N -2.1102 0.7338 0.7909 -2.6 -4.1 0.3
N -3.9395 0.2816 -0.6992 1.2 0.4 1.1
N -5.1799 0.6589 -1.0578 -0.9 -1.2 -4.0
F 0.4640 -0.5585 -1.1878 0.6 -0.1 -0.1
H 6.0743 2.1658 -0.3724 1.0 0.6 -0.3
H 4.4737 2.0852 -2.0123 -0.4 1.7 -2.2
H 6.3331 0.2869 1.1602 -0.2 -0.1 0.2
H 2.3114 0.9400 -1.6147 0.3 -0.8 0.4
H 4.1716 -0.8303 1.9461 0.5 0.4 -1.5
H 1.9324 -1.2128 1.6183 0.3 -1.1 1.3
H -0.9865 -2.5098 -0.2533 0.8 -0.2 -0.6
H -1.3088 -1.3163 0.8170 1.7 0.1 -0.1
H -0.0776 -2.5906 1.2836 -0.2 0.3 -0.3
H -6.5602 -0.2246 0.2359 -0.6 -0.4 0.2
H -5.8954 1.3175 0.7211 -1.1 0.3 -0.6
H -7.0689 1.1660 -0.7995 -0.5 0.5 0.7
H -1.5709 1.4611 0.9741 2.7 4.1 0.5
H 3.6423 -0.3186 -1.8327 -0.9 0.8 0.6
H -5.3709 0.0816 -1.9595 0.0 1.5 2.3
```
Positions in Å, forces in eV/Å.

Output
Net charge: +1
2S+1: 1
LUMO in eV: -5.58
Molar mass in g/mol: 208.26
Relative energy (zero: lowest compared OMol25 entry of this formula, charge and spin) in kcal per mole: 72.41
HOMO level in eV: -10.45
Frontier orbital gap in eV: 4.8710

=====

Record 2
DFT (ωB97M-V/def2-TZVPD) results for an isolated ion of composition C11H15IN and charge +1.

```
28
Properties=species:S:1:pos:R:3:forces:R:3
C -1.1116 -2.8057 0.3909 -1.0 -0.8 0.8
N -0.5629 -1.4487 0.4955 -0.4 0.4 1.3
C 0.8891 -1.4075 0.4742 1.5 -0.2 0.8
C 1.4547 -0.3311 1.3845 -1.2 -0.9 0.8
C 0.9412 0.9226 0.7699 0.4 0.4 0.1
C 1.4561 2.1664 1.0349 1.0 2.9 0.2
C 1.1067 3.3448 0.3027 1.5 -1.0 1.6
C 0.1124 3.2116 -0.6319 0.1 1.6 -2.3
C -0.4027 2.0065 -0.9525 -2.9 -3.0 1.5
C -0.0661 0.8612 -0.1666 -2.1 0.5 -2.6
C -1.0035 -0.3582 -0.4995 0.5 0.1 0.7
C -0.9614 -0.8759 -1.9625 3.2 0.6 1.5
I -3.0168 0.0035 0.0509 -0.7 0.5 0.2
H -0.8521 -3.1489 -0.6093 -0.1 -0.7 0.4
H -0.7010 -3.3677 1.2775 -0.1 0.2 -1.4
H -2.2183 -2.8057 0.5694 1.0 0.2 -0.5
H -0.7783 -1.1874 1.4692 -0.5 0.6 -0.6
H 1.1051 -1.0143 -0.4772 0.9 -0.5 -1.5
H 1.3325 -2.3612 0.6593 0.0 -0.7 0.0
H 2.5276 -0.5474 1.4694 -0.2 0.8 -0.1
H 1.0167 -0.3869 2.4009 0.4 -0.3 -0.1
H 2.1993 2.3557 1.8355 -0.3 -0.7 -0.6
H 1.7324 4.2559 0.5056 -1.2 -0.8 -0.3
H -0.2346 3.9561 -1.3533 0.4 0.6 0.8
H -1.4178 1.8966 -1.5122 2.3 0.5 0.4
H -1.8394 -1.3098 -2.3069 -1.4 -0.9 -0.5
H -0.0726 -1.5482 -2.0020 -0.8 0.0 -0.3
H -0.6347 -0.0762 -2.6165 -0.4 0.4 0.0
```
Positions in Å, forces in eV/Å.

Output
Net charge: +1
SMILES string: C[N@H+]1CCc2ccccc2[C@]1(C)I
2S+1: 1
LUMO in eV: -3.25
Molar mass in g/mol: 288.15
Relative energy (zero: lowest compared OMol25 entry of this formula, charge and spin) in kcal per mole: 45.78
HOMO level in eV: -12.54
Frontier orbital gap in eV: 9.2911

=====

What did we get for energy? Answer: -18826.4125; -21233.2917 eV, in the order shown.